No. 1
Here is a structure of composition C39H48KN3O4S4 from OMol25. Energies are from ωB97M-V/def2-TZVPD.

Structure (XYZ):
```
99
Properties=species:S:1:pos:R:3:lowdin_charge:R:1
K 0.77952 -1.07030 0.64712 0.607
C 2.69009 -4.33639 -0.92857 -0.050
C 3.19466 -2.95922 -0.56008 -0.200
C 3.72949 -2.75505 0.71704 -0.202
C 3.68750 -3.85025 1.75868 -0.051
C 4.26647 -1.51177 1.06539 -0.183
C 5.00477 -1.35713 2.37304 -0.043
C 4.13548 -0.42897 0.19350 -0.181
C 4.54198 0.95377 0.64261 -0.030
C 3.58637 -0.62190 -1.07932 -0.194
C 3.48415 0.55834 -2.01351 -0.036
C 3.12638 -1.88818 -1.46492 -0.197
C 2.49883 -2.05081 -2.83088 -0.044
H 3.18447 -5.10505 -0.33651 0.063
H 2.88784 -4.56951 -1.97407 0.069
H 1.61257 -4.41759 -0.75673 0.069
H 3.63486 -3.41805 2.75602 0.068
H 4.56255 -4.50979 1.71432 0.082
H 2.80003 -4.47037 1.63733 0.075
H 5.71430 -0.53282 2.32493 0.073
H 5.56848 -2.26432 2.60082 0.074
H 4.32766 -1.15659 3.20429 0.056
H 3.94127 1.71122 0.14405 0.069
H 5.59856 1.15863 0.43000 0.086
H 4.38059 1.07360 1.71365 0.071
H 4.42423 1.11516 -2.03712 0.080
H 2.69924 1.23540 -1.66146 0.074
H 3.24657 0.26017 -3.03183 0.059
H 2.14224 -3.05952 -3.00522 0.041
H 3.20370 -1.79904 -3.62864 0.078
H 1.63586 -1.38826 -2.93429 0.074
C -5.14944 2.25810 -2.16542 -0.578
C -4.35034 3.09105 -1.16825 -0.548
S -3.42680 2.08080 0.02298 0.880
C -1.71463 2.57115 -0.30358 -0.526
C -1.12846 2.18829 -1.65680 -0.503
S -0.84640 0.40397 -1.82511 0.875
C -2.01334 -0.16036 -3.08662 -0.535
C -3.50647 -0.00928 -2.81027 -0.532
S -4.19534 1.52992 -3.52051 0.835
H -5.89055 2.89020 -2.66303 0.054
H -5.69651 1.46661 -1.64952 0.069
H -5.03854 3.73265 -0.61054 0.058
H -3.64973 3.73875 -1.69723 0.069
H -1.14480 2.07433 0.48223 0.048
H -1.61195 3.64507 -0.13804 0.084
H -0.14395 2.65408 -1.71155 0.063
H -1.74721 2.53425 -2.48537 0.045
H -1.78290 -1.22764 -3.14738 0.046
H -1.75892 0.28393 -4.05309 0.062
H -3.70351 -0.01640 -1.74015 0.034
H -4.04336 -0.84117 -3.26664 0.056
C -3.94956 0.94377 4.06837 -0.107
C -2.60269 1.06918 3.76846 -0.079
C -2.02382 0.25612 2.80228 -0.033
C -2.79825 -0.67399 2.12426 -0.261
C -4.15100 -0.81268 2.43013 -0.054
C -4.71942 -0.00474 3.39944 -0.110
N -2.12263 -1.44879 1.11756 0.050
N -2.90421 -2.00014 0.33210 0.050
C -2.34855 -2.76737 -0.75103 -0.339
C -3.37692 -3.20003 -1.59741 -0.101
C -3.08153 -3.90242 -2.75344 -0.145
C -1.74161 -4.16861 -3.02134 -0.140
C -0.75307 -3.74380 -2.13582 -0.191
C -0.97353 -3.01566 -0.94785 -0.093
H -4.40190 1.57655 4.82369 0.088
H -1.98539 1.78953 4.29271 0.103
H -0.96311 0.34707 2.57996 0.078
H -4.73533 -1.54577 1.89110 0.094
H -5.77228 -0.11107 3.63717 0.087
H -4.40177 -2.95341 -1.33654 0.092
H -3.86671 -4.22953 -3.42624 0.079
H -1.46867 -4.71393 -3.92205 0.080
H 0.26778 -4.00317 -2.41604 0.041
C -2.17560 1.21868 8.25097 -0.068
C -1.12539 0.92029 7.21322 -0.303
C -1.05559 -0.33057 6.61045 -0.057
C -0.13001 -0.59351 5.61037 -0.062
C 0.75212 0.39505 5.20036 -0.257
C 0.70468 1.64564 5.80617 -0.064
C -0.22712 1.90170 6.80136 -0.064
S 1.85798 0.12973 3.80801 0.492
O 1.83389 -1.31856 3.61794 -0.370
O 3.12657 0.69407 4.26146 -0.354
N 1.21510 0.80791 2.59747 -0.278
C 1.42427 2.21263 2.32007 -0.214
C 1.37086 2.52949 0.80598 -0.718
O 1.42425 3.73895 0.50257 -0.061
O 1.26788 1.55509 0.01408 -0.166
H -2.39673 0.33739 8.85558 0.068
H -3.11054 1.53436 7.77986 0.071
H -1.85579 2.01979 8.91965 0.066
H -1.74983 -1.10763 6.91414 0.107
H -0.08533 -1.56030 5.12651 0.109
H 1.40465 2.41035 5.49250 0.110
H -0.26021 2.88252 7.26577 0.102
H 2.39191 2.57334 2.68918 0.102
H 0.65454 2.84462 2.78997 0.104
```

Relative energy (zero: lowest compared OMol25 entry of this formula, charge and spin) ... 0.0 kcal per mole
Orbital gap ... 5.97 eV
E_tot ... -4172.9072 hartree
Net charge ... -2

No. 2
Here is a structure of composition C3H6F3MnO in a non-equilibrium geometry from OMol25. Energies are from ωB97M-V/def2-TZVPD.

Structure (XYZ):
```
14
Properties=species:S:1:pos:R:3:mulliken_spin:R:1
H -1.14353 0.04139 -0.90568 0.006
C -0.64554 1.00516 -1.09734 0.016
F -0.40131 -0.34480 -2.56873 0.002
F -1.74099 1.70954 -0.67201 0.002
F 0.02247 2.02354 -1.70619 0.002
Mn 1.04691 -2.13694 -2.34967 5.989
C -0.28334 -0.62948 1.90130 0.000
O 0.25362 0.48494 1.23287 0.012
C 0.84780 0.18862 -0.01505 -0.013
H -0.80819 -0.26192 2.79143 0.001
H -0.94846 -1.23248 1.25924 0.002
H 0.53532 -1.30458 2.20517 -0.001
H 1.57896 0.91478 -0.39693 -0.013
H 1.68626 -0.45778 0.32159 -0.005
```

Multiplicity ... 7
Orbital gap (alpha / beta) ... 7.27 / 6.33 eV
E_tot ... -1643.4168 hartree
Net charge ... 0

No. 3
Here is an isolated molecule of C4H5NO in a non-equilibrium geometry from OMol25. Energies are from ωB97M-V/def2-TZVPD.

Structure (XYZ):
```
11
Properties=species:S:1:pos:R:3:lowdin_charge:R:1
C -1.01383 -0.24449 0.84027 -0.029
C -0.06648 0.76261 0.29965 -0.310
O 1.33078 0.77646 0.53096 0.037
C 0.91158 0.38366 -0.75112 -0.270
C 1.16522 -0.99471 -1.11902 -0.146
N 1.30934 -2.10314 -1.42125 0.166
H -1.12970 -0.11778 1.91321 0.084
H -1.98528 -0.09459 0.34666 0.097
H -0.66153 -1.24934 0.60001 0.079
H -0.43093 1.79761 0.24372 0.152
H 0.57083 1.08372 -1.48309 0.141
```

Relative energy (zero: lowest compared OMol25 entry of this formula, charge and spin) ... 53.4 kcal per mole
Orbital gap ... 11.45 eV
E_tot ... -285.3295 hartree
SMILES ... C[C@H]1O[C@H]1C#N
Net charge ... 0

No. 4
Here is an isolated molecule of C18H12Cl2F6N2O4 from OMol25. Energies are from ωB97M-V/def2-TZVPD.

Structure (XYZ):
```
44
Properties=species:S:1:pos:R:3:lowdin_charge:R:1
O -1.63480 -0.66318 1.10803 0.088
C -2.19400 -0.00612 0.25414 -0.409
N -1.56101 0.35564 -0.90474 0.092
N -0.18972 0.13996 -0.99451 0.101
C 0.63176 0.83530 -0.14814 -0.413
O 0.26919 1.84516 0.41253 0.104
C 2.01844 0.29322 -0.01256 -0.041
C 3.01622 1.20076 0.30763 0.083
C 4.33033 0.79328 0.51943 -0.229
O 5.19903 1.80444 0.83575 -0.007
C 6.54844 1.54387 1.07778 -0.077
C 7.38172 1.49041 -0.21162 -0.608
F 8.68366 1.35486 0.08668 0.139
F 7.06330 0.46157 -1.00683 0.147
F 7.25664 2.59979 -0.93972 0.160
C 4.64644 -0.55603 0.42486 0.004
C 3.65074 -1.47024 0.12519 0.021
C 2.34611 -1.06517 -0.10208 -0.208
O 1.39958 -2.02439 -0.44770 -0.070
C 0.73152 -2.61836 0.64913 -0.063
C -0.20691 -3.66401 0.06141 -0.613
F -1.04564 -3.13242 -0.83513 0.151
F 0.45164 -4.64714 -0.56462 0.149
F -0.95098 -4.24226 1.00916 0.153
C -3.61244 0.42605 0.35496 -0.127
C -4.13896 0.64507 1.62487 0.000
C -5.45040 1.04898 1.77765 -0.081
C -6.25717 1.22272 0.66178 -0.685
Cl -7.89020 1.72234 0.85301 0.694
C -5.74055 0.98265 -0.61130 -0.677
Cl -6.73836 1.17122 -2.00218 0.689
C -4.42137 0.58956 -0.76470 -0.049
H -1.91770 1.13066 -1.44830 0.152
H 0.08652 -0.78842 -1.30078 0.135
H 2.76552 2.24577 0.39902 0.138
H 6.71890 0.61737 1.63874 0.142
H 6.92385 2.39318 1.65852 0.153
H 5.65025 -0.92193 0.56698 0.110
H 3.89094 -2.51944 0.04659 0.129
H 1.43134 -3.11765 1.33062 0.152
H 0.11704 -1.88914 1.19747 0.123
H -3.50312 0.49814 2.48370 0.125
H -5.86030 1.22880 2.75865 0.110
H -4.05082 0.38184 -1.75612 0.113
```

Relative energy (zero: lowest compared OMol25 entry of this formula, charge and spin) ... 0.0 kcal per mole
Orbital gap ... 9.41 eV
E_tot ... -2623.2319 hartree
SMILES ... O=C(NNC(=O)c1cc(OCC(F)(F)F)ccc1OCC(F)(F)F)c1ccc(Cl)c(Cl)c1
Net charge ... 0

Which value of E_tot does entry 4 give?
-2623.2319 hartree